Entry 1:
DFT (wB97M-V/def2-TZVPD) results for 5 unconnected molecules or ions with the total composition C27H44F12NO9 at a distorted geometry.

Positions of all 93 atoms, in Å:
C 6.92 -1.12 -0.25
O 5.61 -0.78 0.21
C 4.87 -1.94 0.56
C 3.47 -1.49 0.92
C 2.39 -1.95 -0.09
C 1.14 -1.10 0.11
C -0.14 -1.61 -0.56
C -0.45 -3.09 -0.30
N -1.65 -3.28 0.58
C -1.46 -2.49 1.82
C -1.63 -1.02 1.45
C -1.35 -0.76 -0.05
C -1.18 0.74 -0.29
H 6.92 -1.15 -1.34
H 7.63 -0.39 0.13
H 7.21 -2.10 0.11
H 4.89 -2.66 -0.26
H 5.33 -2.37 1.45
H 3.16 -1.83 1.90
H 3.41 -0.41 0.94
H 2.78 -1.88 -1.10
H 2.23 -3.02 0.10
H 1.37 -0.14 -0.33
H 1.02 -0.92 1.18
H -0.12 -1.45 -1.63
H -0.68 -3.58 -1.24
H 0.36 -3.66 0.14
H -2.54 -3.09 0.12
H -1.68 -4.27 0.84
H -2.12 -2.81 2.62
H -0.46 -2.70 2.17
H -2.62 -0.66 1.72
H -0.91 -0.48 2.04
H -2.23 -1.10 -0.58
H -0.30 1.00 -0.86
H -2.04 1.10 -0.84
H -1.14 1.31 0.64
C -7.24 -4.78 -0.56
C -7.39 -5.23 0.88
O -6.21 -5.93 1.34
C -5.16 -5.20 1.65
O -5.06 -4.00 1.59
C -4.02 -6.10 2.14
F -3.78 -7.12 1.30
F -4.28 -6.61 3.35
F -2.89 -5.37 2.24
H -7.01 -5.63 -1.20
H -8.16 -4.32 -0.90
H -6.43 -4.06 -0.67
H -8.20 -5.95 0.97
H -7.60 -4.40 1.55
C 3.87 2.54 -2.27
C 3.63 1.80 -3.57
O 2.29 1.99 -4.07
C 2.05 3.16 -4.65
O 2.84 4.05 -4.81
C 0.60 3.21 -5.14
F -0.25 2.82 -4.17
F 0.43 2.38 -6.19
F 0.26 4.44 -5.53
H 3.12 2.26 -1.53
H 4.86 2.32 -1.88
H 3.79 3.62 -2.41
H 3.73 0.73 -3.40
H 4.36 2.08 -4.33
C -3.94 -2.89 5.13
C -4.61 -1.72 5.82
O -4.36 -1.72 7.23
C -3.15 -1.32 7.61
O -2.27 -0.95 6.88
C -3.04 -1.35 9.14
F -3.47 -2.53 9.62
F -3.79 -0.37 9.67
F -1.77 -1.17 9.52
H -4.25 -3.83 5.58
H -4.19 -2.90 4.07
H -2.85 -2.83 5.23
H -5.69 -1.79 5.70
H -4.30 -0.76 5.39
C 2.44 7.10 -4.64
C 3.22 7.69 -5.79
O 3.68 9.03 -5.49
C 4.72 9.12 -4.68
O 5.32 8.21 -4.18
C 5.10 10.59 -4.49
F 4.02 11.33 -4.17
F 5.63 11.09 -5.62
F 5.99 10.73 -3.51
H 1.61 7.75 -4.36
H 2.05 6.13 -4.91
H 3.06 6.98 -3.75
H 2.58 7.79 -6.66
H 4.06 7.06 -6.07

net charge = +1
energy above the lowest of the compared OMol25 structures with the same formula, charge and spin = 16.2 kcal per mole
Kohn-Sham gap = 9.06 eV
max |F| = 1.7 eV Å⁻¹
E = -2985.334277 a.u.

Here are the Mulliken charges for atoms 1 to 5, given in e: number 1, C, carries -0.788; number 2, O, carries -0.328; number 3, C, carries -0.748; number 4, C, carries -0.735; number 5, C, carries -0.515

Entry 2:
DFT (wB97M-V/def2-TZVPD) results for 5 unconnected molecules or ions with the total composition C2H16NO4S at a distorted geometry.

Positions of all 24 atoms, in Å:
C -0.06 1.38 -0.78
C -0.25 2.10 0.51
S -2.01 2.06 0.95
N -0.78 -0.07 -0.72
H 0.93 1.20 -1.16
H -0.79 2.03 -1.52
H 0.12 3.14 0.72
H 0.54 1.60 1.26
H -2.38 3.11 0.37
H -0.55 -0.45 0.20
H -0.51 -0.83 -1.20
H -1.80 0.08 -0.82
H -1.48 -3.52 1.32
H -2.76 -2.78 1.12
O -1.76 -2.56 1.16
H 4.94 -3.37 2.47
H 5.52 -3.11 3.98
O 5.49 -3.77 3.21
H -2.08 4.06 -3.10
H -1.08 4.58 -1.99
O -1.59 3.89 -2.31
H 0.53 -3.27 -0.51
H 1.29 -2.96 -1.81
O 0.53 -2.54 -1.38

expectation value of S² = 0.75
net charge = +2
energy above the lowest of the compared OMol25 structures with the same formula, charge and spin = 72.2 kcal per mole
Kohn-Sham gap (alpha / beta) = 7.16 / 1.49 eV
max |F| = 6.2 eV Å⁻¹
multiplicity = 2
E = -838.887368 a.u.

Here are the Mulliken charges for atoms 1 to 5, given in e: number 1, C, carries -0.553; number 2, C, carries -0.485; number 3, S, carries 0.350; number 4, N, carries -0.141; number 5, H, carries 0.401

Entry 3:
DFT (wB97M-V/def2-TZVPD) results for 2 unconnected molecules or ions with the total composition C3H3N2O2 at a distorted geometry.

Positions of all 10 atoms, in Å:
C -0.39 -0.08 0.28
C 0.82 0.47 -0.07
C 0.72 1.07 -2.18
N -1.36 0.39 0.96
N 1.96 0.20 0.49
O -0.34 0.76 -2.61
O 1.74 1.61 -2.30
H -0.57 -1.12 -0.08
H -2.15 -0.23 1.13
H 2.70 0.60 -0.16

net charge = -1
energy above the lowest of the compared OMol25 structures with the same formula, charge and spin = 41.7 kcal per mole
Kohn-Sham gap = 7.11 eV
max |F| = 4.4 eV Å⁻¹
E = -376.100525 a.u.

Here are the Mulliken charges for atoms 1 to 5, given in e: number 1, C, carries 0.390; number 2, C, carries -0.447; number 3, C, carries 0.746; number 4, N, carries -0.750; number 5, N, carries -0.723

Entry 4:
DFT (wB97M-V/def2-TZVPD) results for C6H16F2NOPSi in the gas phase at a distorted geometry.

Positions of all 28 atoms, in Å:
C -0.81 -2.54 2.95
C 1.47 2.68 0.59
C 2.51 0.54 -1.92
C 0.46 2.70 -2.22
C -1.64 -2.60 1.69
C -2.18 -1.22 1.18
N -0.02 0.40 -0.42
O -2.07 -1.17 -0.22
F -0.06 -2.06 -1.54
F -1.68 -0.47 -2.48
Si 1.20 1.54 -0.92
P -0.84 -0.70 -1.08
H 0.25 -2.20 2.78
H -1.21 -1.83 3.61
H -0.85 -3.59 3.50
H 0.50 3.07 0.77
H 1.74 2.22 1.55
H 2.22 3.27 0.37
H 2.20 -0.52 -2.10
H 2.70 1.04 -2.83
H 3.44 0.31 -1.37
H 0.04 2.18 -3.06
H -0.33 3.44 -1.94
H 1.28 3.37 -2.67
H -2.50 -3.28 1.99
H -1.01 -3.10 0.95
H -3.29 -1.17 1.31
H -1.51 -0.31 1.52

expectation value of S² = 2.01
Kohn-Sham gap (alpha / beta) = 4.35 / 6.94 eV
max |F| = 7.5 eV Å⁻¹
multiplicity = 3
E = -1198.666492 a.u.

Here are the Mulliken charges for atoms 1 to 5, given in e: number 1, C, carries -1.194; number 2, C, carries -1.130; number 3, C, carries -1.039; number 4, C, carries -1.052; number 5, C, carries -0.092

- Which formula does entry 3 have?
  C3H3N2O2

- Among the records above, which one has the highest max |F|?
  C6H16F2NOPSi

- Which value of max |F| does entry 1 give?
  1.7 eV Å⁻¹

- The highest max |F| belongs to which entry?
  C6H16F2NOPSi